1.
The following is a DFT calculation (ωB97M-V/def2-TZVPD) of C41H29BrCaN7O2S4 as an isolated structure.

ORCA input file:
```
! RIJCOSX wB97M-V def2-TZVPD def2/J DEFGRID3
* xyz -1 1
Ca -0.017 -0.817 0.608
N -0.342 -0.496 4.787
C -0.100 -1.116 3.600
S 1.454 -1.001 2.972
N -1.105 -1.865 3.157
N -0.974 -2.329 1.940
C -1.909 -3.038 1.370
C -3.205 -3.374 1.987
C -3.278 -3.876 3.285
C -4.504 -4.158 3.860
C -5.676 -3.927 3.160
C -5.616 -3.402 1.879
C -4.395 -3.131 1.294
C -1.624 -3.443 0.010
C -2.381 -4.425 -0.658
C -2.073 -4.739 -1.963
C -1.000 -4.106 -2.579
C -0.268 -3.202 -1.824
N -0.567 -2.872 -0.585
H 0.266 0.275 5.011
H -1.315 -0.387 5.029
H -2.365 -4.054 3.833
H -4.548 -4.562 4.861
H -6.634 -4.151 3.608
H -6.530 -3.199 1.337
H -4.360 -2.714 0.296
H -3.184 -4.931 -0.142
H -2.662 -5.472 -2.498
H -0.744 -4.303 -3.608
H 0.601 -2.716 -2.246
Br 7.430 4.394 0.213
C 6.576 3.406 -1.181
C 5.217 3.566 -1.394
C 4.605 2.885 -2.423
C 5.351 2.058 -3.283
C 6.727 1.917 -3.033
C 7.333 2.567 -1.981
N 4.859 1.603 -4.478
N 3.717 1.174 -4.746
C 2.791 0.703 -3.876
C 1.455 0.837 -4.294
C 0.397 0.543 -3.477
C 0.576 0.062 -2.152
O -0.380 -0.163 -1.373
C 1.952 -0.185 -1.737
N 2.118 -0.714 -0.518
C 3.321 -1.042 -0.117
C 4.438 -0.958 -0.957
C 4.293 -0.412 -2.208
C 3.039 0.083 -2.606
H 4.644 4.234 -0.767
H 3.546 3.018 -2.600
H 7.306 1.278 -3.682
H 8.391 2.444 -1.792
H 1.287 1.264 -5.274
H -0.617 0.715 -3.808
H 3.409 -1.421 0.894
H 5.393 -1.335 -0.625
H 5.125 -0.390 -2.896
O -1.201 0.424 1.628
C -1.451 1.680 1.197
C -2.471 2.416 2.059
C -3.344 1.905 2.966
C -4.243 2.872 3.476
C -4.040 4.104 2.951
S -2.739 4.115 1.824
C -2.129 1.629 -0.160
C -3.047 0.680 -0.497
C -3.560 0.843 -1.802
C -3.040 1.926 -2.432
S -1.917 2.771 -1.434
C -0.131 2.417 1.230
C 0.854 2.504 0.293
C 2.072 2.998 0.815
C 2.006 3.272 2.141
S 0.445 2.929 2.780
H -3.335 0.868 3.250
H -5.018 2.650 4.189
H -4.572 5.014 3.150
H -3.324 -0.112 0.180
H -4.285 0.181 -2.249
H -3.225 2.282 -3.426
H 0.718 2.258 -0.747
H 2.957 3.126 0.217
H 2.774 3.651 2.788
*
```

Computed properties:
**Relative energy (zero: lowest compared OMol25 entry of this formula, charge and spin)**: 2.3396 eV
**E**: -6958.08356 Ha
**Lowest unoccupied orbital energy**: 1.90 eV

---

2.
The following is a DFT calculation (ωB97M-V/def2-TZVPD) of C41H30BrF3N9O5SV as an isolated structure.

ORCA input file:
```
! RIJCOSX wB97M-V def2-TZVPD def2/J DEFGRID3
* xyz -1 2
V -0.072 0.410 0.443
Br 3.183 3.562 6.451
C 2.233 2.580 5.138
C 0.956 2.100 5.422
C 0.240 1.415 4.460
C 0.781 1.219 3.184
O 0.032 0.666 2.253
C 2.104 1.621 2.943
C 2.807 1.241 1.716
N 2.339 0.441 0.838
C 3.119 0.195 -0.325
C 3.880 1.165 -0.915
C 4.600 0.892 -2.103
C 4.552 -0.343 -2.677
C 3.743 -1.359 -2.106
C 3.623 -2.659 -2.657
C 2.794 -3.564 -2.071
C 2.063 -3.172 -0.920
N 2.164 -1.991 -0.379
C 3.004 -1.087 -0.942
C 2.814 2.328 3.913
H 0.524 2.274 6.398
H -0.761 1.053 4.649
H 3.828 1.630 1.623
H 3.880 2.169 -0.514
H 5.174 1.686 -2.560
H 5.107 -0.556 -3.581
H 4.195 -2.913 -3.542
H 2.683 -4.567 -2.462
H 1.373 -3.861 -0.443
H 3.821 2.667 3.703
S -2.111 1.363 -0.060
C -3.079 -0.115 0.034
N -4.359 0.051 -0.172
N -5.010 -1.203 -0.252
C -4.927 -1.966 -1.374
C -5.692 -3.144 -1.484
C -5.667 -3.904 -2.634
C -4.887 -3.526 -3.727
C -4.129 -2.369 -3.618
C -4.121 -1.601 -2.465
N -2.481 -1.286 0.291
N -1.184 -1.161 0.691
C -0.748 -2.366 1.281
C -1.449 -3.565 1.109
C -1.004 -4.729 1.712
C 0.125 -4.727 2.523
C 0.797 -3.529 2.730
C 0.370 -2.364 2.117
H -5.887 -1.228 0.244
H -6.304 -3.448 -0.642
H -6.266 -4.806 -2.684
H -4.880 -4.113 -4.635
H -3.534 -2.040 -4.465
H -3.531 -0.699 -2.398
H -2.350 -3.552 0.512
H -1.557 -5.646 1.555
H 0.469 -5.639 2.994
H 1.665 -3.495 3.376
H 0.916 -1.448 2.283
C -0.929 -2.846 -2.293
C -0.439 -1.508 -2.695
N -0.050 -0.540 -1.883
C 0.355 0.491 -2.687
C 0.234 0.149 -3.999
N -0.284 -1.121 -3.986
C 0.494 0.834 -5.281
O 1.028 2.042 -5.206
O 0.232 0.287 -6.329
C 0.847 1.727 -2.054
O 1.328 2.655 -2.714
O 0.768 1.693 -0.779
H -1.236 -2.804 -1.256
H -0.140 -3.592 -2.411
H -1.792 -3.154 -2.887
H -0.501 -1.641 -4.821
H 1.168 2.321 -4.250
F 1.178 7.744 3.636
C 0.081 7.007 3.872
F -0.980 7.826 3.729
F 0.117 6.649 5.170
C -0.018 5.806 2.968
C -1.031 4.884 3.185
C -1.108 3.789 2.339
N -0.256 3.587 1.341
C 0.696 4.483 1.131
C 0.863 5.616 1.918
H -1.733 5.005 3.997
H -1.875 3.032 2.455
H 1.355 4.280 0.295
H 1.661 6.316 1.721
*
```

Computed properties:
**Relative energy (zero: lowest compared OMol25 entry of this formula, charge and spin)**: 0.8622 eV
**E**: -6665.42881 Ha
**⟨S²⟩**: 0.768
**Lowest unoccupied orbital energy (alpha / beta)**: 1.52 / 1.52 eV